1.
Here is 2 unconnected molecules or ions with the total composition C3H7Cl2NS at a distorted geometry from the OMol25 dataset. Energies are from the ωB97M-V functional and the def2-TZVPD basis.

```
14
Properties=species:S:1:pos:R:3:mulliken_charge:R:1
C 0.336 0.185 0.646 -1.254
C 1.405 0.381 -0.408 0.059
Cl 2.140 -1.177 -0.859 -0.192
Cl 0.735 1.195 -1.843 -0.173
H -0.468 -0.453 0.259 0.410
H 0.771 -0.292 1.530 0.294
H -0.084 1.162 0.932 0.494
H 2.217 1.010 -0.051 0.333
N -1.737 -1.517 2.048 -0.232
C -1.510 -0.225 1.784 -0.276
S -2.258 0.666 0.631 -0.308
H -2.426 -2.019 1.504 0.228
H -1.236 -2.009 2.766 0.236
H -0.746 0.212 2.433 0.380
```

Summary:
- HOMO: -8.4 eV
- SMILES string: CC(Cl)Cl.NC=S
- Kohn-Sham gap: 8.6 eV



2.
Here is a molecular structure, C35H58N3OP2Pt at a distorted geometry from the OMol25 dataset. Energies are from the ωB97M-V functional and the def2-TZVPD basis.

```
100
Properties=species:S:1:pos:R:3:lowdin_spin:R:1
C -2.682 0.963 -1.590 0.030
C -3.001 -1.245 -0.812 0.028
C -3.825 0.883 -2.386 0.140
C -4.267 -1.283 -1.457 0.140
C -4.656 -0.234 -2.266 -0.005
H -4.061 1.717 -3.044 0.007
H -4.868 -2.180 -1.318 0.005
H -5.592 -0.273 -2.823 -0.003
N -2.306 -0.060 -0.827 0.236
P -0.933 2.441 0.042 0.047
P -0.759 -2.409 0.423 0.137
C -1.796 2.202 -1.582 0.005
H -1.038 2.083 -2.371 -0.001
H -2.393 3.079 -1.858 0.000
C -2.409 -2.363 -0.194 0.443
H -3.047 -3.243 -0.067 0.017
C -0.006 -3.415 -1.039 0.058
C -0.768 -3.549 1.995 0.024
C 0.597 3.520 -0.313 0.009
C -2.288 3.360 1.007 0.007
C 1.513 -3.247 -0.981 0.010
H 1.934 -3.531 -0.009 0.001
H 1.985 -3.869 -1.758 0.002
H 1.781 -2.202 -1.173 0.001
C -0.394 -4.899 -1.002 0.009
H 0.015 -5.441 -0.142 0.000
H -1.484 -5.030 -1.038 0.001
H 0.015 -5.380 -1.906 0.002
C -0.547 -2.863 -2.367 0.011
H -0.091 -3.413 -3.207 0.000
H -1.637 -2.975 -2.436 0.005
H -0.308 -1.801 -2.483 0.000
C 0.659 -4.080 2.227 0.006
H 1.386 -3.257 2.264 0.004
H 0.694 -4.594 3.200 0.001
H 0.980 -4.803 1.469 0.000
C -1.170 -2.757 3.246 0.003
H -0.474 -1.940 3.465 0.001
H -2.191 -2.369 3.178 0.002
H -1.145 -3.444 4.109 0.000
C -1.778 -4.704 1.888 0.006
H -1.578 -5.404 1.075 0.000
H -1.726 -5.283 2.825 0.001
H -2.805 -4.332 1.789 0.001
C -1.781 3.563 2.446 0.002
H -2.494 4.206 2.986 0.000
H -1.713 2.614 2.991 0.001
H -0.799 4.053 2.484 0.000
C -3.596 2.544 1.028 0.001
H -4.075 2.525 0.040 0.001
H -3.457 1.517 1.373 0.001
H -4.295 3.035 1.725 0.000
C -2.653 4.714 0.369 0.003
H -3.620 5.039 0.783 0.001
H -1.933 5.504 0.599 0.000
H -2.777 4.648 -0.720 0.000
C 0.940 3.427 -1.805 0.001
H 0.159 3.869 -2.439 0.000
H 1.868 3.992 -1.995 0.000
H 1.110 2.386 -2.106 0.000
C 1.790 2.986 0.496 0.006
H 2.021 1.950 0.229 0.003
H 2.677 3.602 0.276 0.000
H 1.599 3.036 1.576 0.001
C 0.417 4.999 0.041 0.003
H -0.331 5.485 -0.596 0.000
H 0.172 5.155 1.099 0.000
H 1.374 5.511 -0.146 0.000
Pt -0.534 0.083 0.515 0.779
C -1.590 0.111 2.050 0.041
O -2.281 0.126 2.989 0.008
N 0.691 0.152 -1.147 0.040
C 1.189 -0.151 -2.167 0.013
C 2.220 -0.177 -3.294 0.001
C 1.814 -1.205 -4.346 0.001
C 2.327 1.183 -3.979 0.000
C 3.606 -0.526 -2.756 0.000
H 1.800 -2.216 -3.922 0.000
H 0.823 -0.964 -4.748 0.000
H 2.533 -1.195 -5.178 0.000
H 2.782 1.935 -3.323 0.000
H 2.998 1.075 -4.840 0.000
H 1.358 1.535 -4.353 0.000
H 4.306 -0.539 -3.603 0.000
H 3.960 0.238 -2.050 0.000
H 3.636 -1.513 -2.279 0.000
C 4.824 0.448 4.230 0.056
C 3.573 0.286 3.423 0.313
C 3.605 -0.372 2.193 0.003
C 2.438 -0.504 1.450 0.286
N 1.278 0.041 1.871 0.443
C 1.220 0.645 3.071 0.103
C 2.351 0.784 3.867 0.425
H 5.294 -0.523 4.433 0.019
H 5.563 1.063 3.700 0.021
H 4.599 0.930 5.186 -0.001
H 4.528 -0.788 1.796 -0.004
H 2.431 -1.034 0.494 0.017
H 0.262 1.043 3.403 0.002
H 2.258 1.290 4.825 0.016
```

Summary:
- 2S+1: 5
- <S²>: 6.08
- HOMO (alpha / beta): -13.3 / -17.4 eV
- Kohn-Sham gap (alpha / beta): 3.7 / 4.9 eV
- Total charge: +3



3.
Here is 9 unconnected molecules or ions with the total composition C55H63Br3O3P2S at a distorted geometry from the OMol25 dataset. Energies are from the ωB97M-V functional and the def2-TZVPD basis.

```
127
Properties=species:S:1:pos:R:3:mulliken_charge:R:1
C -5.528 2.481 1.994 -1.030
C -4.327 2.793 1.114 -0.466
S -2.725 2.692 1.979 0.001
C -2.016 1.147 1.355 -1.465
P -2.891 -0.313 2.108 0.904
Br -3.612 -0.961 -0.115 -0.449
C -1.981 -1.929 2.277 -0.957
P -2.927 -3.432 1.836 1.203
O -4.364 -3.335 2.077 -0.659
O -2.285 -4.564 2.812 -0.542
O -2.530 -3.961 0.353 -0.421
C -2.407 0.160 3.892 -0.587
Br -0.745 1.079 4.250 -0.084
C -3.141 -0.155 4.956 0.891
C -2.802 0.199 6.387 -1.405
Br -4.755 -1.155 4.761 -0.119
H -5.623 1.417 2.215 0.301
H -6.434 2.747 1.440 0.361
H -5.541 3.038 2.929 0.277
H -4.380 3.798 0.701 0.457
H -4.302 2.085 0.282 0.220
H -2.194 1.128 0.285 0.800
H -0.941 1.102 1.498 0.357
H -4.245 -0.131 2.375 -0.167
H -1.646 -2.056 3.303 0.639
H -1.123 -1.845 1.601 0.369
H -2.038 -5.322 2.269 0.311
H -1.866 -3.365 -0.017 0.278
H -3.658 0.010 7.032 0.429
H -2.588 1.264 6.468 0.362
H -1.937 -0.365 6.731 0.304
C -8.238 6.500 1.886 -0.445
C -8.439 7.188 3.074 -0.365
C -7.351 7.656 3.799 -0.379
C -6.061 7.433 3.337 -0.421
C -5.859 6.739 2.152 -0.380
C -6.948 6.274 1.426 -0.268
H -9.086 6.139 1.319 0.363
H -9.444 7.360 3.436 0.361
H -7.509 8.195 4.725 0.360
H -5.213 7.799 3.902 0.374
H -4.853 6.562 1.794 0.406
H -6.790 5.734 0.501 0.401
C 5.541 -0.214 3.760 -0.443
C 4.828 -0.641 2.651 -0.303
C 3.491 -0.298 2.510 -0.829
C 2.865 0.469 3.482 0.259
C 3.575 0.889 4.599 -0.143
C 4.915 0.548 4.738 -0.629
H 6.585 -0.480 3.865 0.413
H 5.315 -1.242 1.893 0.284
H 2.938 -0.628 1.640 0.589
H 1.821 0.733 3.364 -0.120
H 3.085 1.481 5.362 0.524
H 5.471 0.877 5.607 0.377
C 2.241 6.077 5.137 -0.453
C 2.339 4.705 4.949 -0.501
C 1.346 4.027 4.257 0.346
C 0.252 4.718 3.752 0.048
C 0.152 6.089 3.946 -0.571
C 1.146 6.768 4.637 -0.413
H 3.018 6.607 5.673 0.365
H 3.192 4.164 5.342 0.368
H 1.427 2.959 4.107 -0.293
H -0.521 4.189 3.210 0.349
H -0.703 6.628 3.557 0.419
H 1.068 7.837 4.787 0.360
C 1.275 -4.479 -0.930 -0.484
C 1.208 -3.800 0.279 -0.127
C 2.371 -3.405 0.924 -0.750
C 3.605 -3.694 0.361 -0.462
C 3.676 -4.377 -0.845 -0.618
C 2.511 -4.767 -1.493 -0.473
H 0.366 -4.783 -1.434 0.443
H 0.246 -3.579 0.725 0.365
H 2.319 -2.879 1.868 0.682
H 4.513 -3.389 0.865 0.425
H 4.641 -4.604 -1.280 0.498
H 2.567 -5.298 -2.434 0.407
C 5.420 -3.364 -4.725 -0.405
C 5.338 -2.697 -3.510 -0.448
C 6.497 -2.317 -2.847 -0.343
C 7.739 -2.606 -3.396 -0.507
C 7.821 -3.278 -4.608 -0.352
C 6.662 -3.656 -5.273 -0.400
H 4.516 -3.656 -5.244 0.380
H 4.371 -2.474 -3.078 0.457
H 6.433 -1.794 -1.900 0.479
H 8.643 -2.307 -2.880 0.413
H 8.789 -3.507 -5.035 0.364
H 6.727 -4.178 -6.219 0.365
C 8.720 -2.369 1.184 -0.177
C 9.831 -3.197 1.269 -0.593
C 10.968 -2.765 1.938 -0.343
C 10.996 -1.505 2.520 -0.420
C 9.887 -0.675 2.429 -0.517
C 8.749 -1.107 1.763 -0.348
H 7.831 -2.708 0.666 0.417
H 9.810 -4.179 0.813 0.374
H 11.833 -3.412 2.006 0.362
H 11.882 -1.170 3.043 0.362
H 9.910 0.310 2.879 0.373
H 7.883 -0.460 1.692 0.502
C -3.011 -2.562 -4.027 -0.486
C -3.909 -1.515 -3.867 -0.353
C -4.038 -0.554 -4.860 -0.646
C -3.268 -0.638 -6.012 -0.391
C -2.364 -1.680 -6.169 -0.281
C -2.236 -2.643 -5.177 -0.382
H -2.916 -3.314 -3.254 0.470
H -4.507 -1.451 -2.969 0.442
H -4.741 0.260 -4.737 0.387
H -3.373 0.111 -6.787 0.485
H -1.762 -1.744 -7.066 0.367
H -1.534 -3.457 -5.301 0.379
C -6.450 -2.243 -8.971 -0.628
C -5.263 -1.568 -8.716 0.138
C -4.727 -0.722 -9.676 -0.249
C -5.375 -0.551 -10.893 -0.433
C -6.558 -1.230 -11.149 -0.433
C -7.096 -2.075 -10.188 -0.318
H -6.870 -2.899 -8.220 0.365
H -4.758 -1.705 -7.772 0.138
H -3.802 -0.194 -9.478 0.334
H -4.958 0.111 -11.641 0.358
H -7.061 -1.101 -12.099 0.352
H -8.019 -2.604 -10.388 0.361
```

Summary:
- HOMO: -9.0 eV
- SMILES string: CCSC[PH](Br)(CP(=O)(O)O)/C(Br)=C(/C)Br.c1ccccc1.c1ccccc1.c1ccccc1.c1ccccc1.c1ccccc1.c1ccccc1.c1ccccc1.c1ccccc1
- Kohn-Sham gap: 9.3 eV



4.
Here is a gas-phase ion, C2H3N4O3P (charge -2) at a distorted geometry from the OMol25 dataset. Energies are from the ωB97M-V functional and the def2-TZVPD basis.

```
13
Properties=species:S:1:pos:R:3:mulliken_charge:R:1
N -2.778 -0.352 -0.281 -0.820
N -1.448 -0.492 0.135 0.788
C -0.495 0.455 -0.113 0.293
C 0.678 -0.166 0.267 -0.493
P 2.570 0.468 0.255 0.780
O 3.274 -0.808 -0.134 -0.793
O 2.530 1.553 -0.795 -0.815
O 2.752 0.975 1.678 -0.807
N 0.347 -1.431 0.594 -0.179
N -0.918 -1.629 0.519 -0.801
H -2.777 -0.626 -1.250 0.246
H -2.938 0.645 -0.226 0.280
H -0.798 1.407 -0.649 0.320
```

Summary:
- HOMO: 0.8 eV
- SMILES string: Nn1cc(P(=O)([O-])[O-])nn1
- Kohn-Sham gap: 5.0 eV
- Total charge: -2



5.
Here is a molecular structure, C32H23ClCsIN8O at a distorted geometry from the OMol25 dataset. Energies are from the ωB97M-V functional and the def2-TZVPD basis.

```
67
Properties=species:S:1:pos:R:3:mulliken_charge:R:1
Cs -0.207 0.061 -0.140 1.802
N 1.316 4.757 0.617 0.080
C 1.079 3.473 0.296 -0.965
N 0.203 2.714 0.866 0.437
C -0.554 3.212 1.930 -0.266
N -1.413 2.535 2.610 -0.764
N -1.495 1.158 2.333 0.084
C -2.685 0.716 2.335 -0.623
C -2.998 -0.741 2.127 0.531
C -4.142 -1.270 2.710 -0.761
C -4.444 -2.606 2.499 -0.347
C -3.611 -3.365 1.693 -0.707
C -2.504 -2.746 1.131 -0.373
N -2.196 -1.468 1.344 0.192
C -0.404 4.649 2.271 0.757
C -1.171 5.285 3.249 -0.247
C -0.974 6.618 3.541 -0.814
C 0.000 7.346 2.852 -0.356
C 0.767 6.741 1.882 -0.866
C 0.558 5.392 1.599 0.109
H 2.000 5.274 0.091 0.266
H 1.662 3.068 -0.530 0.530
H -3.535 1.382 2.491 0.343
H -4.778 -0.640 3.320 0.451
H -5.322 -3.047 2.954 0.412
H -3.813 -4.409 1.492 0.402
H -1.834 -3.297 0.477 0.440
H -1.916 4.699 3.769 0.470
H -1.570 7.105 4.301 0.403
H 0.157 8.394 3.075 0.392
H 1.523 7.297 1.339 0.376
N 2.966 -1.062 -0.797 -0.264
C 3.702 -1.745 0.144 0.231
C 4.952 -2.253 -0.119 -0.666
C 5.660 -2.987 0.858 -0.527
C 5.137 -3.222 2.096 -0.981
C 3.848 -2.712 2.400 1.014
C 3.222 -2.902 3.656 -0.567
C 1.988 -2.378 3.894 -0.855
C 1.355 -1.644 2.864 -0.137
N 1.896 -1.455 1.688 -0.014
C 3.131 -1.979 1.441 0.213
H 3.448 -0.645 -1.576 0.174
H 2.187 -0.520 -0.473 -0.311
H 5.393 -2.089 -1.096 0.382
H 6.641 -3.372 0.608 0.379
H 5.681 -3.781 2.846 0.363
H 3.746 -3.467 4.420 0.396
H 1.493 -2.508 4.848 0.413
H 0.376 -1.198 3.027 0.338
Cl -1.525 3.936 -6.563 -0.288
C -0.835 3.109 -5.186 0.478
C 0.500 2.854 -5.158 -0.499
C 1.088 2.198 -4.061 -0.322
I 3.146 1.904 -4.065 -0.051
C 0.370 1.762 -2.943 0.218
O 0.892 1.186 -1.930 -0.414
C -1.079 2.033 -3.007 -0.188
N -1.841 1.608 -1.951 0.244
C -3.125 1.857 -1.944 -0.286
C -3.782 2.549 -2.980 -0.953
C -3.053 2.962 -4.054 -0.739
C -1.662 2.709 -4.104 0.242
H 1.118 3.168 -5.990 0.392
H -3.688 1.504 -1.083 0.415
H -4.846 2.735 -2.915 0.382
H -3.526 3.486 -4.874 0.403
```

Summary:
- HOMO: -6.8 eV
- Kohn-Sham gap: 6.6 eV



6.
Here is a single C3H4BrNO2 molecule at a distorted geometry from the OMol25 dataset. Energies are from the ωB97M-V functional and the def2-TZVPD basis.

```
11
Properties=species:S:1:pos:R:3:mulliken_charge:R:1
Br 3.523 -0.511 0.031 -0.098
N 2.341 0.905 0.001 -0.521
C 1.011 0.481 0.020 0.780
O 0.003 1.292 0.093 -0.328
C -1.180 0.524 -0.027 -0.315
C -0.728 -0.926 -0.035 -0.245
O 0.651 -0.850 0.109 -0.359
H -1.531 0.948 -0.917 0.262
H -1.937 0.942 0.789 0.220
H -1.036 -1.407 0.802 0.309
H -1.117 -1.399 -0.866 0.296
```

Summary:
- HOMO: -8.7 eV
- SMILES string: BrN=C1OCCO1
- Kohn-Sham gap: 9.3 eV



The records above give, respectively, energy above the lowest of the compared OMol25 structures with the same formula, charge and spin values of 45.3; 24.6; 0.0; 30.5; 31.9; 46.1 kcal/mol.